1.
Density functional theory data (ωB97M-V/def2-TZVPD) for a structure of composition C10H24N5O2ReSSe2Te2.

Summary:
**LUMO energy (alpha / beta)**: -10.82 / -10.84 eV
**Relative energy (zero: lowest compared OMol25 entry of this formula, charge and spin)**: 0.000 eV

```
! wB97M-V def2-TZVPD RIJCOSX def2/J DEFGRID3
* xyz 3 2
Te 4.08 0.79 -3.88
H 0.99 0.75 2.11
H -3.68 -1.88 -1.92
H 4.19 -1.61 2.01
H -4.62 0.82 0.32
C -1.56 -0.68 -3.21
N 1.89 0.54 2.52
C -1.57 -1.70 -2.08
H -1.55 -2.70 -2.51
H 1.38 1.48 4.30
Se 2.13 -0.53 -3.03
C -3.02 0.86 -1.84
H -0.64 -0.76 -3.79
H 2.91 2.02 3.60
H -3.10 1.87 -1.43
H -5.20 -0.30 -0.75
C 2.29 1.14 3.80
H -3.88 0.72 -2.51
H 0.26 -2.37 -1.42
N -0.34 -1.58 -1.20
H -0.61 -1.74 -0.23
S 2.07 -1.24 0.47
H 4.61 -1.34 4.31
Te 4.22 2.68 -2.07
H -2.84 -2.32 -0.44
H 3.41 0.57 5.54
H 4.97 0.27 3.68
C 2.58 -0.43 1.96
H -2.37 -0.94 -3.90
Se 2.32 2.13 -0.60
N -4.45 -0.11 -0.08
H -0.84 1.95 -1.29
Re 1.07 0.22 -1.08
N 3.69 -0.89 2.50
O -0.88 1.86 0.53
H -1.96 1.37 -3.59
O -0.23 0.71 0.54
C 4.18 -0.46 3.83
C -1.77 0.74 -2.72
H 2.35 -0.69 4.93
H -0.07 1.89 -2.73
N -0.55 1.31 -2.05
C 3.03 0.11 4.63
C -3.08 -0.19 -0.73
H -4.55 -0.79 0.68
H -2.38 0.05 0.07
C -2.86 -1.60 -1.26
*
```

Results of the natural (NBO) charge analysis, in e, for atoms 1 through 8: 0.41, 0.44, 0.25, 0.44, 0.46, -0.44, -0.56, -0.04

***

2.
Density functional theory data (ωB97M-V/def2-TZVPD) for an isolated molecule of C10H24NO2P at a distorted geometry.

Summary:
**LUMO energy**: 0.59 eV
**Relative energy (zero: lowest compared OMol25 entry of this formula, charge and spin)**: 2.379 eV
**SMILES**: COP(=NC(C)(C)C)(OC)C(C)(C)C

```
! wB97M-V def2-TZVPD RIJCOSX def2/J DEFGRID3
* xyz 0 1
H -0.11 1.04 -2.37
N 0.89 -0.35 -1.21
C -2.38 0.35 1.68
H 0.36 -3.71 -0.56
H 0.12 -0.80 2.63
C -0.98 0.90 1.87
H -2.06 2.45 2.77
C 2.73 1.09 0.47
H -2.95 0.32 2.65
C -0.20 0.18 2.99
H 3.14 1.86 -0.23
H 0.69 0.70 3.20
H 0.46 -2.13 0.45
P 0.16 0.74 0.28
H 2.42 -1.34 -2.55
H 0.03 2.88 -2.19
C -0.96 -1.78 -1.97
H 1.74 -2.93 -0.27
H -3.05 0.77 0.86
H 1.70 -2.96 -2.72
O 1.40 1.46 0.85
H -0.16 2.97 2.39
H -1.53 -1.42 -1.09
C 0.51 -1.63 -1.52
H -1.34 -2.82 -2.16
O -0.57 1.97 -0.50
C 1.48 -1.92 -2.69
H 1.02 -1.56 -3.52
H 3.38 1.15 1.27
H -1.64 2.97 1.17
H -1.69 1.87 -2.14
C -1.16 2.46 2.07
H -2.37 -0.79 1.56
C -0.52 2.00 -1.92
C 0.77 -2.66 -0.42
H 2.77 -0.05 -0.01
H -1.32 -1.31 -3.01
H -0.80 0.05 3.90
*
```

Results of the natural (NBO) charge analysis, in e, for atoms 1 through 8: 0.24, -0.85, -0.65, 0.20, 0.21, -0.30, 0.22, -0.27

***

3.
Density functional theory data (ωB97M-V/def2-TZVPD) for a structure of composition C10H25ClIN2O5P.

Summary:
**LUMO energy**: 0.11 eV

```
! wB97M-V def2-TZVPD RIJCOSX def2/J DEFGRID3
* xyz 0 1
H -4.36 2.32 1.66
C -4.28 0.94 0.18
C -6.36 -0.16 2.33
H 2.89 1.65 -1.50
C 3.67 -1.58 -4.24
H 4.98 -2.78 -3.07
H 3.36 -1.74 -1.48
H -6.31 1.73 0.16
H 2.70 -1.90 -3.87
H -4.70 -1.14 0.64
H -6.69 -0.41 3.34
H 2.18 0.08 -1.95
C -5.62 1.21 -0.50
H -5.47 1.85 -1.37
H -2.86 2.03 1.15
C -4.29 -0.25 1.14
O 1.85 0.35 5.54
H 5.83 -0.04 -3.55
O 1.12 -0.24 1.88
C 0.27 0.62 1.22
C 4.31 -1.27 -1.77
P 2.22 -0.77 4.39
N -3.81 2.17 0.82
H 5.07 -1.60 -1.05
H 3.59 -0.55 -4.58
H -3.25 -0.47 1.41
H -6.67 -0.96 1.65
H 0.68 0.95 0.26
C 1.93 0.34 2.87
H 1.53 1.30 3.20
O 4.22 0.13 -1.58
O -4.95 -0.04 2.37
H -6.09 0.28 -0.83
H 3.13 1.02 -3.13
H -3.56 0.69 -0.60
I 3.89 0.79 2.09
H 3.93 -2.19 -5.10
N 5.97 -1.05 -3.62
Cl 0.43 -1.73 4.37
C 3.05 0.74 -2.08
C 4.75 -1.72 -3.16
O -0.79 0.93 1.64
H 2.61 0.93 5.70
H 6.73 -1.26 -2.99
H -6.85 0.77 2.03
*
```

Results of the natural (NBO) charge analysis, in e, for atoms 1 through 8: 0.35, -0.08, -0.25, 0.19, -0.61, 0.19, 0.16, 0.20

***

4.
Density functional theory data (ωB97M-V/def2-TZVPD) for a cluster of 4 separate species, C10H25N2O5S in total at a distorted geometry.

Summary:
**LUMO energy**: -3.39 eV
**Relative energy (zero: lowest compared OMol25 entry of this formula, charge and spin)**: 1.469 eV

```
! wB97M-V def2-TZVPD RIJCOSX def2/J DEFGRID3
* xyz 1 1
H 15.30 19.07 21.20
H 17.53 18.20 20.62
C 12.57 15.39 23.26
H 17.98 21.52 20.30
H 10.92 16.49 22.61
N 17.42 21.50 21.24
H 19.83 21.10 23.60
H 18.98 15.46 22.65
C 12.01 16.56 22.88
C 18.38 16.20 22.05
C 12.74 17.28 21.66
H 12.06 17.36 23.71
O 14.83 14.93 21.98
S 13.44 14.75 21.81
C 12.99 16.09 20.67
O 16.45 19.13 21.21
H 19.35 18.20 18.34
H 18.13 17.18 22.56
O 19.56 15.61 20.02
O 12.93 13.46 21.35
C 18.66 16.29 20.53
O 18.26 22.82 23.13
C 19.50 20.84 22.59
C 18.41 21.79 22.35
H 19.36 19.75 22.38
H 12.04 18.04 21.39
H 18.11 17.14 17.79
H 16.92 23.50 21.18
H 16.92 17.06 19.55
N 17.86 17.43 19.89
H 12.04 15.92 20.16
C 16.37 22.41 21.20
H 17.80 18.69 18.28
H 15.66 22.36 22.04
H 13.32 15.32 24.09
C 18.31 17.84 18.58
H 15.88 22.45 20.21
H 11.69 14.69 23.63
H 13.69 17.79 22.02
H 13.68 16.02 20.06
H 17.18 20.51 21.33
H 17.37 15.61 22.36
H 20.33 21.26 21.94
*
```

Results of the natural (NBO) charge analysis, in e, for atoms 1 through 8: 0.49, 0.51, -0.68, 0.43, 0.23, -0.60, 0.29, 0.29

***

5.
Density functional theory data (ωB97M-V/def2-TZVPD) for a cluster of 2 separate species, C10H25N4O6P2 in total at a distorted geometry.

Summary:
**LUMO energy**: -3.72 eV

```
! wB97M-V def2-TZVPD RIJCOSX def2/J DEFGRID3
* xyz 1 1
H -1.03 0.20 0.78
H -0.90 -1.50 -0.75
H -2.44 0.89 -0.11
H 4.00 2.41 -3.96
C -1.14 2.67 -1.32
H -1.67 2.10 -2.11
H -1.89 4.59 -0.61
H -2.19 -0.73 -1.65
H -5.07 -2.16 3.04
O 5.84 0.82 -1.70
N 1.41 -0.38 -0.71
O 4.87 2.11 -3.67
H -4.43 -1.09 4.29
H -2.41 -1.53 5.39
P 4.60 1.21 -2.32
H -4.00 -2.83 4.27
O -0.52 1.71 -0.45
C 3.01 -1.73 0.61
H -1.10 -1.17 2.72
N -1.84 -1.37 3.37
H 4.07 -0.92 -4.18
O -3.12 -1.66 1.55
C 1.02 -0.33 -2.04
O 4.08 -1.72 0.12
H 2.81 2.18 -1.48
C -1.37 0.62 -0.18
H 2.92 -1.65 1.72
H -0.76 -2.03 5.01
C 1.67 -1.77 -0.20
H -0.52 -0.67 -3.19
O 3.75 2.09 -1.24
H -3.16 3.34 -0.97
P 3.61 -0.66 -2.87
H -1.18 -0.31 5.03
C -2.17 3.54 -0.52
H 1.49 -0.35 -4.00
C -1.19 -0.56 -1.22
C -1.54 -1.31 4.79
H 2.24 0.19 -0.53
H 1.67 -2.55 -0.98
H -2.23 3.20 0.52
N 1.86 -0.42 -3.06
C -4.21 -1.95 3.66
N -0.28 -0.18 -2.33
C -3.03 -1.65 2.77
H -0.40 3.30 -1.82
H 0.89 -2.01 0.53
*
```

Results of the natural (NBO) charge analysis, in e, for atoms 1 through 8: 0.20, 0.21, 0.21, 0.49, -0.07, 0.16, 0.23, 0.24

***

6.
Density functional theory data (ωB97M-V/def2-TZVPD) for a structure of composition C10H26FeN2O7P at a distorted geometry.

Summary:
**LUMO energy (alpha / beta)**: 2.51 / 2.51 eV
**Relative energy (zero: lowest compared OMol25 entry of this formula, charge and spin)**: 1.492 eV

```
! wB97M-V def2-TZVPD RIJCOSX def2/J DEFGRID3
* xyz -1 5
H -1.08 -4.18 -0.21
O 0.20 -0.77 -3.06
Fe -0.54 0.45 -1.68
H -2.45 -2.24 0.72
H 1.76 -0.57 -0.70
H 2.49 -0.78 1.85
H 4.43 2.74 2.71
C 2.79 0.17 1.40
H 3.65 2.87 1.17
C -2.87 1.40 -0.40
H 1.53 -3.00 2.06
C 1.45 0.75 0.85
H -1.49 3.68 0.19
N -2.11 -0.87 -0.84
O -1.53 1.81 -0.58
H -2.55 -0.08 1.03
H -0.36 3.46 -1.17
C 4.16 2.17 1.83
H -3.50 1.53 -1.28
O 0.25 0.62 -5.44
H 1.54 1.78 0.51
C 0.40 0.76 1.94
O 3.31 1.09 2.33
H -2.66 -1.00 -1.67
C 0.96 -3.51 1.29
H 3.59 -0.08 0.70
H -0.31 -3.05 -1.20
P -0.01 0.56 -3.90
O -0.07 -2.61 0.85
H 5.12 1.78 1.49
C -2.93 -0.11 0.01
H -0.43 1.37 1.59
H -0.04 -0.23 2.00
H 0.55 -4.45 1.66
H -3.37 1.99 0.37
C -0.85 -3.11 -0.26
H -2.86 -2.92 -0.76
H -3.95 -0.50 0.08
N 0.97 -0.14 -0.23
O 0.68 1.51 -2.90
H 0.68 -0.96 0.28
C -1.35 3.21 -0.79
C -2.12 -2.27 -0.31
O -1.46 0.76 -3.42
H 1.66 -3.78 0.50
H 0.83 1.13 2.87
H -2.12 3.62 -1.45
*
```

Results of the natural (NBO) charge analysis, in e, for atoms 1 through 8: 0.17, -1.28, 1.39, 0.19, 0.39, 0.17, 0.18, -0.07

***

7.
Density functional theory data (ωB97M-V/def2-TZVPD) for a structure of composition C10H26N2O6V at a distorted geometry.

Summary:
**LUMO energy**: 0.36 eV
**Relative energy (zero: lowest compared OMol25 entry of this formula, charge and spin)**: 7.728 eV

```
! wB97M-V def2-TZVPD RIJCOSX def2/J DEFGRID3
* xyz -1 1
C -7.33 2.29 -1.16
H 4.06 2.34 5.92
H 4.70 3.50 0.73
H 4.39 -5.76 -1.37
H -5.40 -0.91 -3.58
H -4.93 -0.25 -5.07
H -4.43 1.96 -3.75
O 1.98 -4.91 1.13
H 4.64 -4.36 -0.70
C 4.53 1.48 5.45
C 3.76 1.23 3.17
H -7.85 1.37 -0.89
C 4.22 1.65 1.80
H 5.46 1.40 6.02
C -5.33 1.38 -1.96
C -4.65 1.03 -3.24
O -1.84 -3.76 -1.38
H 2.72 -6.53 0.21
H 3.48 0.20 3.35
O 4.84 1.65 4.09
H 4.82 3.65 2.46
H 4.00 0.57 5.71
H 3.15 1.60 0.03
H -2.85 1.28 -2.72
C 3.07 -5.53 0.45
N -3.38 0.49 -3.04
O -6.56 2.02 -2.29
H -3.13 0.37 -4.01
H -4.75 2.05 -1.33
H -6.79 2.74 -0.33
H 5.24 1.31 1.64
H 3.19 3.49 1.76
C 3.78 -4.99 -0.89
H 3.86 -5.65 1.19
H -6.36 0.45 -4.34
H 2.80 1.70 3.37
O -1.45 -1.69 0.21
H 3.63 0.16 0.56
C 4.24 3.19 1.66
O 3.00 -4.26 -1.80
H -8.02 3.07 -1.48
H -5.63 0.50 -1.38
V -0.75 -2.58 -0.92
N 3.25 1.04 0.86
C -5.38 0.04 -4.11
*
```

Results of the Löwdin charge analysis, in e, for atoms 1 through 8: -0.13, 0.08, 0.07, 0.07, 0.09, 0.08, 0.14, -0.25

***

8.
Density functional theory data (ωB97M-V/def2-TZVPD) for a structure of composition C10H27AsO4PdS3SeSi3.

Summary:
**LUMO energy**: 4.72 eV
**Relative energy (zero: lowest compared OMol25 entry of this formula, charge and spin)**: 1.302 eV

```
! wB97M-V def2-TZVPD RIJCOSX def2/J DEFGRID3
* xyz -2 1
H -3.32 2.01 -1.82
O -3.21 1.10 1.53
H 2.47 5.24 1.61
Se -2.63 -0.36 2.18
C -4.46 3.31 1.01
H 0.84 2.93 3.77
O -2.75 -1.42 0.98
H -3.06 1.70 4.14
H 2.50 2.42 3.40
Si -1.08 3.06 -1.64
Si 1.29 3.08 1.33
H -2.74 4.92 -1.36
S 0.93 -0.41 -1.36
H -1.70 5.18 -2.78
H 1.13 1.33 3.07
H 2.56 1.41 0.00
H -2.08 5.17 0.93
H 0.80 5.40 2.19
H -1.09 5.52 -1.15
H -4.95 4.10 1.58
S 1.74 -1.63 1.00
Pd -0.09 -0.16 0.62
C 1.43 4.97 1.41
H 2.75 3.02 -0.70
As -0.75 2.26 0.52
H -1.80 2.94 4.13
O -1.01 -0.10 2.55
C -2.39 1.93 -2.38
H -2.58 2.18 -3.43
H -1.25 4.80 2.44
H -2.93 5.33 2.48
H 3.64 2.58 0.77
H -3.49 3.42 4.17
H 1.14 5.42 0.46
C 0.48 3.02 -2.70
S 3.49 -1.99 -1.46
H -5.15 2.46 0.90
H 0.96 2.05 -2.67
C 2.16 -1.41 -0.66
H -2.06 0.89 -2.32
H 0.21 3.25 -3.74
C -2.79 2.68 3.76
H -4.26 3.71 0.01
C 1.46 2.38 3.06
C -2.20 4.72 1.92
O -3.48 -0.73 3.50
C -1.72 4.84 -1.74
H 1.19 3.78 -2.36
Si -2.82 2.86 1.87
C 2.69 2.47 0.24
*
```

Results of the natural (NBO) charge analysis, in e, for atoms 1 through 8: 0.24, -1.15, 0.22, 2.79, -1.12, 0.23, -1.06, 0.25

***

9.
Density functional theory data (ωB97M-V/def2-TZVPD) for a structure of composition C10H27ClFN2O3Pd at a distorted geometry.

Summary:
**LUMO energy (alpha / beta)**: 2.77 / 2.76 eV
**Relative energy (zero: lowest compared OMol25 entry of this formula, charge and spin)**: 0.000 eV

```
! wB97M-V def2-TZVPD RIJCOSX def2/J DEFGRID3
* xyz -1 3
H -2.38 0.26 1.24
C -1.91 -1.29 0.22
C 1.33 -3.38 0.00
Pd 0.55 0.76 1.27
C 2.14 1.61 -2.78
C -2.74 -2.39 0.88
O 2.40 1.78 1.02
H -4.33 0.79 -2.03
H 1.84 -4.34 -0.02
H -5.08 1.85 -0.75
Cl -0.84 3.14 0.93
C -4.78 0.84 -1.04
H -5.71 0.28 -0.95
H 2.67 3.44 2.07
H 3.25 1.91 2.77
H 1.58 2.55 -2.79
H -3.56 -2.10 1.54
H 2.81 -2.86 1.66
H 2.07 3.06 -0.56
H 0.28 -3.64 -0.09
O -3.76 0.38 -0.19
H -3.03 -1.05 -1.62
F 0.46 1.42 3.34
C 3.18 2.50 1.86
H 1.23 -3.33 2.05
H 4.22 2.61 1.55
H 0.19 1.50 -1.51
H -2.03 0.30 -1.25
H 2.64 0.26 -1.03
H 1.63 0.91 -3.43
H -2.07 -2.98 1.50
H 1.82 -2.82 -0.79
C -2.72 -0.41 -0.80
H -1.53 -0.69 2.12
N 0.65 0.71 -1.09
N -1.54 -0.30 1.18
C 1.77 -2.68 1.37
H 3.67 2.21 -0.61
O 1.57 -1.30 1.60
C 2.03 1.13 -1.29
H 0.55 -0.03 -1.78
H -3.18 -2.96 0.06
H 3.17 1.81 -3.09
C 2.61 2.14 -0.33
H -1.12 -1.65 -0.43
*
```

Results of the natural (NBO) charge analysis, in e, for atoms 1 through 8: 0.40, -0.06, -0.66, 1.33, -0.63, -0.63, -0.53, 0.17

***

10.
Density functional theory data (ωB97M-V/def2-TZVPD) for a cluster of 3 separate species, C10H27NO4PS in total.

Summary:
**LUMO energy**: 1.98 eV
**Relative energy (zero: lowest compared OMol25 entry of this formula, charge and spin)**: 0.000 eV

```
! wB97M-V def2-TZVPD RIJCOSX def2/J DEFGRID3
* xyz -1 1
H 2.45 -5.94 -2.88
H 0.87 -6.29 -3.57
C 0.86 -0.56 0.87
H -4.47 0.80 2.44
H 2.11 3.01 -0.13
C 0.99 -4.36 -2.64
H -0.99 5.96 2.67
H -3.32 1.58 0.69
C 3.07 1.21 -0.82
H 1.23 -3.82 -3.56
C 3.75 -3.48 -2.66
H -2.14 3.41 2.91
H 1.77 -0.23 1.35
H 3.26 -3.70 -3.60
P -2.36 3.67 1.49
C -5.03 2.53 3.37
O 1.57 -3.71 -1.50
N -4.12 1.73 2.59
H 1.10 -6.34 -1.82
H 3.03 0.13 -0.67
O -1.12 0.44 -0.02
H -4.58 3.50 3.55
S -0.59 5.31 1.58
C 0.07 0.52 0.17
H 0.21 -1.01 1.63
H -3.33 4.74 1.86
H -1.29 2.76 1.17
H -0.08 -4.26 -2.49
H 2.22 1.77 1.10
H 4.36 -4.34 -2.38
C 2.81 -3.19 -1.51
H -4.58 2.84 0.84
H 2.90 1.42 -1.87
H 1.12 -1.33 0.14
H -2.54 4.03 0.08
H 4.40 -2.62 -2.78
H -6.00 2.70 2.87
H -5.23 2.06 4.34
C -3.72 2.36 1.34
C 2.05 1.93 0.03
H 4.08 1.54 -0.56
O 0.71 1.60 -0.32
C 1.38 -5.82 -2.73
O 3.15 -2.53 -0.56
*
```

Results of the natural (NBO) charge analysis, in e, for atoms 1 through 8: 0.20, 0.22, -0.74, 0.34, 0.21, -0.07, 0.10, 0.21

***

11.
Density functional theory data (ωB97M-V/def2-TZVPD) for a structure of composition C10H28AuN2P2 at a distorted geometry.

Summary:
**LUMO energy (alpha / beta)**: -1.82 / -4.29 eV
**Relative energy (zero: lowest compared OMol25 entry of this formula, charge and spin)**: 0.000 eV

```
! wB97M-V def2-TZVPD RIJCOSX def2/J DEFGRID3
* xyz 1 3
C -2.71 -0.58 -2.25
H 1.16 -4.88 2.34
H -2.08 0.80 1.26
N 0.02 -1.32 1.68
N 0.41 -3.09 2.95
H -0.06 2.18 3.01
H -0.60 -1.03 -4.46
H -3.30 -0.94 -1.40
H -3.12 -1.03 -3.16
H -0.09 1.53 -1.18
Au 0.45 0.13 -0.32
C -0.19 -2.15 3.76
H 1.23 3.38 2.80
H 3.26 1.45 2.95
H -0.38 -2.35 4.80
C 0.55 2.70 2.27
C -0.14 -0.59 -3.57
H 3.23 1.85 -0.35
C 2.61 2.55 0.23
H 1.99 3.12 -0.47
H 0.90 -0.91 -3.49
H 0.06 -3.22 -1.83
H -0.16 0.50 -3.66
H 1.48 -4.52 4.05
H 2.05 0.19 3.24
H 3.24 3.22 0.81
H -0.14 -5.02 3.56
C 0.55 -2.55 1.71
H -2.42 0.36 0.71
H 1.10 -3.12 0.97
P -0.94 -1.02 -1.98
C 2.61 0.72 2.46
H -1.54 -3.19 -1.08
C -0.38 -1.04 2.97
H 1.82 0.01 -1.36
H -2.82 0.50 -2.32
H -0.72 -0.05 3.24
H -0.11 3.29 1.63
C 0.75 -4.47 3.26
C -0.96 -2.85 -1.94
H -1.40 -3.29 -2.85
H 3.23 -0.02 1.93
P 1.52 1.53 1.26
*
```

Results of the natural (NBO) charge analysis, in e, for atoms 1 through 8: -0.95, 0.22, 0.00, -0.56, -0.32, 0.24, 0.24, 0.25